11
Properties=species:S:1:pos:R:3 method="wB97M-V/def2-TZVPD" gap_ev="7.1 / 7.1" spin_multiplicity=1 lumo_energy_ev="-2.06 / -2.06" total_energy_ha=-5415.10286 relative_energy_ev=2.463
H 0.986 0.945 0.636
Br -4.241 -1.418 0.677
Br -4.059 1.401 -0.608
H 0.963 -0.763 1.097
C -3.519 -0.377 -0.601
C -0.717 -0.154 -0.062
O -0.929 -0.373 -1.283
H -2.844 -0.720 -1.494
C 0.822 -0.046 0.314
O -1.613 0.149 0.772
H 1.261 -0.328 -0.721